A cluster of 12 separate species, C66H151N5O12 in total at a distorted geometry, computed with the ωB97M-V functional and the def2-TZVPD basis.

XYZ file:
```
234
Properties=species:S:1:pos:R:3:forces:R:3
C -1.638 15.834 13.602 -0.3 -0.8 0.2
C -0.908 14.912 14.690 -4.1 -0.4 -0.6
C 0.198 15.636 15.338 1.7 -1.0 0.3
C -1.989 14.553 15.874 0.3 0.6 -1.8
C -2.976 13.504 15.436 -0.5 -2.0 0.1
C -2.252 12.191 14.932 -0.5 1.5 0.5
C -1.424 12.452 13.674 0.8 0.1 1.3
C -0.537 11.146 13.549 -1.2 1.4 -1.1
C -2.433 12.640 12.507 1.1 -0.1 0.9
N -0.500 13.631 14.010 -0.9 -0.9 1.3
O 0.470 13.842 13.011 -0.1 0.3 -0.1
H -1.092 15.850 12.659 0.4 0.0 0.2
H -2.604 15.415 13.318 -0.1 -0.4 0.2
H -1.908 16.859 13.858 0.6 0.1 0.5
H 0.810 16.068 14.547 0.2 0.7 0.5
H -0.087 16.229 16.207 -0.3 0.8 -0.7
H 0.803 14.893 15.858 0.4 -0.3 -0.2
H -1.548 14.339 16.847 0.6 -0.6 -0.3
H -2.593 15.422 16.134 0.2 0.6 -0.5
H -3.645 13.288 16.269 0.3 -0.4 0.5
H -3.760 13.821 14.748 0.6 0.5 -0.6
H -2.897 11.360 14.646 -0.5 0.2 0.4
H -1.624 11.860 15.759 0.2 -0.1 -0.1
H -1.244 10.319 13.485 0.1 -0.2 0.4
H 0.122 11.067 14.413 0.1 -0.1 -0.3
H -0.061 11.138 12.568 0.6 0.1 0.3
H -2.963 11.709 12.304 0.3 -0.2 -0.2
H -1.846 12.970 11.650 -0.6 0.2 -0.2
H -3.213 13.305 12.877 0.3 0.4 -0.7
H 1.256 13.557 13.483 0.4 0.0 -0.3
C -7.950 30.853 4.952 0.4 -0.4 -0.2
C -8.510 30.190 3.639 -0.5 -0.4 0.0
C -8.794 28.686 3.846 0.6 -1.1 0.6
C -9.833 30.923 3.332 -0.3 0.7 1.3
C -10.435 30.677 2.003 0.7 0.2 -0.7
C -9.394 30.955 0.921 -1.2 -0.7 0.7
C -8.031 30.279 1.105 -0.6 0.5 -1.3
C -8.218 28.850 0.571 0.6 -0.4 0.5
C -7.153 31.136 0.146 0.7 -0.7 1.3
N -7.600 30.372 2.474 -0.3 2.0 1.1
O -6.271 29.936 2.688 -0.4 -0.8 -0.1
H -7.704 31.913 4.882 0.0 0.1 -0.7
H -8.644 30.822 5.791 -0.5 -0.4 -0.3
H -7.052 30.375 5.344 0.1 -0.3 -0.3
H -8.911 28.351 4.876 -0.1 0.5 0.3
H -9.641 28.223 3.339 -0.3 0.6 -0.3
H -7.952 28.079 3.512 0.3 0.2 -0.1
H -10.653 30.622 3.984 0.5 -0.3 0.9
H -9.718 31.981 3.569 0.3 0.2 -0.4
H -10.837 29.667 2.082 0.0 -0.2 -0.8
H -11.249 31.376 1.809 -0.3 -0.2 0.2
H -9.291 32.040 0.892 0.1 0.0 -0.2
H -9.836 30.553 0.009 0.3 0.6 -0.4
H -8.755 28.252 1.307 -0.3 0.1 -0.2
H -7.269 28.329 0.451 0.1 0.1 -0.2
H -8.770 28.854 -0.369 0.2 -0.1 0.0
H -6.151 30.709 0.101 -0.1 -0.3 -0.7
H -6.953 32.105 0.603 -0.5 0.2 -0.1
H -7.686 31.237 -0.800 0.5 -0.1 -0.1
H -5.867 30.629 3.217 0.0 0.3 -0.1
C -2.868 7.026 2.932 -0.8 0.0 1.5
C -2.633 5.709 3.749 0.2 0.3 0.1
C -3.974 5.175 4.351 0.2 -0.4 0.6
C -2.170 4.654 2.695 -0.1 -1.0 -0.5
C -1.432 3.442 3.167 0.6 0.7 2.3
C -0.167 3.893 3.916 -0.9 0.5 -0.8
C -0.489 4.914 5.112 -1.5 -1.7 0.3
C -1.024 3.931 6.271 1.0 0.5 -0.3
C 0.811 5.629 5.411 0.2 0.8 0.9
N -1.591 5.940 4.805 1.8 -0.6 -1.1
O -1.865 6.862 5.916 -0.3 -1.9 -1.3
H -2.691 7.860 3.612 -0.1 0.2 0.0
H -2.293 7.221 2.027 0.1 -0.6 0.1
H -3.940 7.038 2.736 0.1 0.3 -0.5
H -4.808 5.203 3.650 0.1 0.0 -0.2
H -3.853 4.148 4.697 0.2 -0.4 -0.5
H -4.332 5.577 5.299 0.3 1.0 -0.2
H -3.040 4.154 2.271 -0.6 1.0 -0.4
H -1.542 5.013 1.880 -0.3 0.8 0.0
H -2.022 2.995 3.968 -0.3 -0.5 -0.1
H -1.273 2.663 2.422 0.1 0.3 -0.2
H 0.564 4.372 3.264 -0.1 0.1 -0.3
H 0.240 2.919 4.190 0.6 0.5 1.0
H -2.039 3.603 6.046 -0.1 0.4 0.2
H -0.921 4.320 7.284 -0.5 0.5 -0.1
H -0.449 3.006 6.322 0.3 0.0 -0.3
H 1.663 4.955 5.499 -0.2 -0.2 0.3
H 0.714 6.237 6.311 0.1 -0.3 0.4
H 1.131 6.394 4.703 -0.5 -0.3 -0.7
H -1.447 7.686 5.657 0.2 0.1 -0.3
C -6.178 15.669 4.982 0.7 -1.1 0.2
C -6.509 17.100 4.643 0.8 0.1 -0.9
C -7.962 17.191 4.226 -0.3 0.2 -0.4
C -6.169 17.868 5.913 -1.7 0.3 0.1
C -6.198 19.380 5.798 2.3 0.6 -1.7
C -5.125 19.731 4.629 -0.4 -0.7 2.3
C -5.311 18.990 3.289 -0.6 0.8 1.7
C -6.418 19.771 2.661 -1.0 0.3 -0.3
C -4.083 19.197 2.434 -0.1 -0.7 -1.0
N -5.597 17.570 3.581 1.5 0.2 0.8
O -5.513 16.710 2.470 -0.3 0.6 0.2
H -6.268 14.923 4.193 -0.8 0.2 -0.1
H -5.140 15.496 5.264 0.3 0.6 0.2
H -6.753 15.432 5.878 -0.3 -0.5 -0.2
H -8.143 16.590 3.335 0.2 0.0 -0.3
H -8.665 16.769 4.944 0.1 0.3 0.3
H -8.175 18.231 3.978 -0.5 -0.1 0.2
H -6.961 17.586 6.606 0.2 -0.3 0.4
H -5.215 17.446 6.228 0.1 0.6 0.3
H -7.123 19.934 5.637 -0.5 -0.8 -0.5
H -5.866 19.869 6.714 0.5 -0.2 0.1
H -4.158 19.420 5.025 0.2 0.1 0.2
H -5.122 20.817 4.547 0.2 0.0 -0.6
H -6.791 19.275 1.765 -0.2 0.4 -0.3
H -6.021 20.774 2.504 -0.2 0.0 -0.7
H -7.228 19.941 3.371 -0.2 -0.3 -0.2
H -3.240 18.590 2.767 0.0 0.2 -0.1
H -3.821 20.235 2.232 0.1 0.2 1.0
H -4.375 18.926 1.419 0.3 -0.7 -0.2
H -6.253 16.999 1.930 -0.3 -0.3 -0.6
C -6.267 22.479 18.763 -0.4 0.9 -1.2
C -7.810 22.499 18.388 2.0 -0.5 0.9
C -8.385 21.342 19.215 -1.3 -0.2 -1.3
C -8.420 23.791 18.903 0.5 -0.1 1.0
C -8.105 24.987 18.036 -1.2 -0.8 -1.1
C -8.559 24.640 16.606 0.3 1.3 -1.0
C -7.929 23.425 15.911 -2.1 -0.3 0.9
C -8.918 23.030 14.721 2.0 -0.1 1.1
C -6.510 23.734 15.467 0.0 -0.3 0.2
N -8.086 22.352 16.950 -0.3 -0.1 -0.6
O -7.511 21.154 16.444 0.3 -0.1 0.3
H -6.004 22.416 19.818 -0.6 -0.3 0.1
H -5.767 21.690 18.201 0.0 0.0 0.1
H -5.865 23.445 18.457 0.4 0.0 -0.2
H -7.918 20.371 19.053 0.8 0.3 0.5
H -8.486 21.675 20.248 0.3 -0.5 0.0
H -9.380 21.100 18.840 -0.6 0.4 0.1
H -9.464 23.612 19.160 -0.4 0.4 -0.7
H -7.984 23.958 19.888 0.2 0.0 0.2
H -8.714 25.832 18.358 0.4 0.2 0.1
H -7.041 25.222 18.034 -0.1 0.1 0.2
H -8.323 25.471 15.942 0.2 0.4 0.0
H -9.643 24.603 16.494 -0.1 -0.4 0.6
H -8.599 22.037 14.405 -0.4 -0.1 -0.1
H -8.733 23.686 13.870 -0.4 0.2 0.1
H -9.934 23.032 15.118 0.1 0.0 -0.4
H -6.000 22.835 15.120 0.1 0.0 0.3
H -6.025 24.181 16.335 0.5 -0.2 -0.2
H -6.457 24.455 14.651 -0.3 0.1 0.0
H -8.186 20.501 16.642 -0.1 -0.2 -0.2
C -12.395 8.201 1.521 2.2 0.5 0.6
C -11.622 9.599 1.253 -3.0 -1.9 -0.2
C -10.851 9.483 -0.037 0.2 0.2 -0.3
O -12.643 10.625 1.183 0.9 0.1 0.3
H -13.100 7.844 0.770 -0.2 0.7 0.0
H -12.748 8.126 2.550 -0.7 0.5 -0.2
H -11.627 7.429 1.546 0.3 -0.2 -0.3
H -11.034 9.831 2.141 0.2 0.0 -0.3
H -10.305 10.405 -0.232 0.4 -0.2 0.0
H -11.499 9.333 -0.901 -0.5 0.2 0.1
H -10.240 8.581 -0.074 0.5 0.3 0.3
H -13.052 10.586 0.315 0.0 -0.1 -0.1
C 1.185 13.520 4.038 0.5 1.5 -1.4
C 2.008 13.857 5.268 -1.7 1.3 1.0
C 1.491 15.085 6.113 1.1 0.4 -2.0
O 1.874 12.774 6.115 0.2 -1.9 1.4
H 0.124 13.765 4.068 -0.3 -1.0 0.9
H 1.492 12.546 3.656 -0.6 -0.2 0.3
H 1.381 14.189 3.200 0.9 0.3 -0.1
H 3.068 13.969 5.037 0.0 0.3 -0.2
H 1.444 15.894 5.385 -0.2 0.5 0.3
H 2.227 15.380 6.862 0.0 -0.2 0.1
H 0.513 14.987 6.584 0.0 -0.5 -0.2
H 1.524 13.105 6.945 0.1 -0.4 0.1
C -15.630 13.301 7.268 0.1 0.3 0.3
C -15.590 11.822 7.796 0.2 0.9 -3.3
C -16.543 11.009 6.913 -1.6 -0.2 1.1
O -14.311 11.360 7.454 1.9 -0.7 1.2
H -15.196 13.361 6.270 -0.4 -0.7 -0.4
H -14.938 14.013 7.717 -0.1 -0.3 1.0
H -16.606 13.782 7.198 -0.2 -0.2 0.3
H -15.718 11.671 8.868 -0.1 0.2 -0.2
H -16.483 11.183 5.839 0.4 0.4 0.1
H -17.562 11.261 7.208 -0.3 0.1 -0.2
H -16.484 9.929 7.044 0.4 0.0 0.3
H -14.176 11.302 6.506 -0.4 0.2 0.0
C -15.034 22.150 3.744 0.0 0.2 -0.2
C -15.633 23.471 4.207 1.3 -0.6 0.9
C -16.357 24.238 3.191 -0.6 0.1 -1.2
O -16.390 23.280 5.390 -0.1 0.1 0.0
H -14.446 21.718 4.554 0.2 0.1 -0.2
H -14.439 22.359 2.856 0.4 -0.2 0.1
H -15.754 21.388 3.446 -0.4 0.2 0.1
H -14.805 24.135 4.455 0.3 -0.2 0.6
H -17.129 23.624 2.727 -0.5 0.2 0.0
H -15.657 24.471 2.389 -0.1 0.3 -0.1
H -16.740 25.144 3.660 -0.2 0.0 -0.4
H -17.183 22.828 5.093 -0.3 -0.1 0.3
C -4.064 19.404 -6.002 0.2 -0.9 0.2
C -3.892 17.885 -6.171 0.1 0.7 2.0
C -2.602 17.415 -5.526 0.8 -0.3 -1.2
O -4.907 17.246 -5.366 -0.1 0.1 -1.2
H -4.136 19.583 -4.930 0.0 0.3 0.0
H -4.997 19.691 -6.489 0.1 0.4 -0.1
H -3.186 19.906 -6.407 -0.2 0.3 -0.1
H -3.905 17.725 -7.249 -0.3 -0.9 0.0
H -1.819 17.573 -6.268 0.4 0.5 0.2
H -2.532 16.335 -5.397 -0.6 0.0 0.2
H -2.366 17.910 -4.585 -0.1 0.1 -0.1
H -5.732 17.665 -5.623 -0.4 -0.1 0.1
C -14.498 22.540 -3.607 0.4 -1.1 0.7
C -13.452 21.558 -4.109 1.6 -0.3 -0.5
C -12.261 21.130 -3.171 -1.2 1.2 -0.6
O -13.981 20.381 -4.683 -0.9 -0.4 0.1
H -15.156 22.023 -2.907 -0.3 -0.1 0.0
H -15.079 22.900 -4.456 0.1 0.4 0.3
H -13.998 23.275 -2.975 -0.2 0.5 -0.5
H -13.018 22.002 -5.005 0.5 0.4 0.2
H -12.598 20.560 -2.305 -0.1 -0.2 -0.1
H -11.776 22.032 -2.800 0.2 0.0 0.0
H -11.573 20.562 -3.798 0.0 -0.1 0.3
H -14.664 20.064 -4.087 -0.1 -0.3 0.0
C -12.990 13.866 14.495 1.2 0.0 -1.1
C -11.580 14.524 14.473 0.0 -0.9 1.9
C -10.977 14.925 13.183 -0.4 1.0 -1.3
O -11.569 15.587 15.423 0.2 0.4 -0.1
H -13.532 14.104 15.410 0.2 -0.1 -0.1
H -12.843 12.791 14.390 -0.3 -0.1 0.1
H -13.541 14.199 13.616 -0.3 0.1 0.1
H -10.839 13.834 14.877 -0.3 -0.3 0.5
H -10.030 15.449 13.320 0.1 -0.2 0.3
H -11.628 15.658 12.707 -0.1 0.0 -0.4
H -10.824 14.096 12.492 -0.1 -0.1 0.1
H -12.322 16.149 15.225 -0.1 0.2 0.0
```
Positions in Å, forces in eV/Å.

Properties
Kohn-Sham gap = 8.41 eV
HOMO level = -7.9364 eV
Relative energy (zero: lowest compared OMol25 entry of this formula, charge and spin) = 779.93 kJ/mol
SMILES = CC1(C)CCCC(C)(C)N1O.CC1(C)CCCC(C)(C)N1O.CC1(C)CCCC(C)(C)N1O.CC1(C)CCCC(C)(C)N1O.CC1(C)CCCC(C)(C)N1O.CC(C)O.CC(C)O.CC(C)O.CC(C)O.CC(C)O.CC(C)O.CC(C)O